Model one:
A cluster of 10 separate species, C13H47N19O10 in total. Source: the Open Molecules 2025 dataset; level of theory: ωB97M-V with the def2-TZVPD basis set.

Atoms and positions in Å:
C: 0.14824 -2.40006 8.10561
O: 1.30736 -2.93188 7.48800
C: 1.17571 -3.17001 6.12333
C: 2.49702 -3.71189 5.52885
C: 3.59259 -2.73780 5.37122
N: 2.27696 -4.23845 4.22674
H: -0.60771 -3.18337 8.05024
H: -0.20876 -1.48910 7.62518
H: 0.33724 -2.07419 9.12844
H: 0.31479 -3.82504 5.98972
H: 0.83678 -2.28459 5.58550
H: 2.82424 -4.50157 6.20519
H: 3.61924 -2.04717 4.52836
H: 4.54010 -3.23130 5.15491
H: 3.92468 -2.14970 6.22677
H: 3.08526 -4.76389 3.92565
H: 1.42011 -4.77246 4.25381
N: 0.97234 6.05002 -8.19400
C: 0.04640 5.19708 -8.53417
N: 0.37220 4.05423 -7.95968
O: -0.86523 5.37471 -9.27041
H: 1.71175 5.79676 -7.55427
H: 0.88480 7.01167 -8.49006
H: -0.22700 3.32099 -8.31099
H: 1.24345 3.89871 -7.47302
N: 0.56140 -0.28315 -0.05874
C: 1.30196 0.18623 -1.00935
N: 0.88233 1.25334 -1.53677
O: 2.39237 -0.28287 -1.28316
H: 0.96787 -1.03596 0.47806
H: -0.33981 0.09697 0.19312
H: 1.60129 1.75433 -2.03896
H: 0.00263 1.58948 -1.17174
N: -3.55620 -1.12687 -3.56569
C: -3.38546 -2.33621 -4.13022
N: -4.05665 -2.37229 -5.26705
O: -2.63885 -3.16906 -3.71743
H: -2.79773 -0.90466 -2.93684
H: -4.23171 -0.42916 -3.84319
H: -4.18482 -3.21821 -5.80379
H: -4.72556 -1.62494 -5.38587
N: -2.98934 6.36109 0.23897
C: -3.57966 5.38681 -0.34077
N: -4.49951 5.77841 -1.13443
O: -3.17991 4.26788 -0.19507
H: -3.43919 7.24638 0.05460
H: -2.20884 6.21729 0.86366
H: -4.56231 6.77799 -1.26480
H: -4.70777 5.09857 -1.85175
N: 0.53066 2.86876 4.76518
C: 0.70996 4.09453 5.16399
N: 1.46588 4.16772 6.27374
O: 0.39288 5.07316 4.59576
H: 0.90317 2.08154 5.27668
H: -0.05585 2.66636 3.96822
H: 1.31604 3.43723 6.95494
H: 1.58358 5.10441 6.63269
N: -6.16583 0.17845 3.53929
C: -5.51204 -0.42391 2.57871
N: -6.22615 -0.72867 1.53355
O: -4.31984 -0.80892 2.72568
H: -5.59504 0.50300 4.30672
H: -7.04740 0.56676 3.23571
H: -7.13678 -0.30644 1.42134
H: -5.91109 -1.23409 0.71783
N: 3.62253 -2.42273 -5.72535
C: 4.38414 -3.51852 -5.78069
N: 4.92986 -3.71242 -4.58340
O: 4.43363 -4.19448 -6.80163
H: 3.53886 -1.88592 -6.57678
H: 3.53130 -2.04371 -4.79362
H: 5.68183 -4.33879 -4.33380
H: 4.96866 -2.84499 -4.06749
N: -3.74274 -5.91117 3.08761
C: -3.05595 -6.28150 2.03796
N: -2.76735 -5.29486 1.27230
O: -2.82641 -7.41430 1.64226
H: -4.06150 -6.72990 3.58578
H: -3.81530 -4.92786 3.30656
H: -2.86339 -4.37072 1.66835
H: -2.55013 -5.50672 0.30896
N: 6.35892 3.18512 -2.95477
C: 5.60484 3.08254 -3.94082
N: 5.92859 2.13458 -4.72564
O: 4.64279 3.76922 -4.20804
H: 7.03344 2.44200 -3.06831
H: 6.07763 3.56298 -2.06134
H: 5.31004 1.79167 -5.44669
H: 6.85406 1.76764 -4.55545

Computed properties:
- Multiplicity: 1
- HOMO level: -9.24 eV

For each atom in turn, the Löwdin charge in e is: C -0.10; O -0.18; C -0.22; C -0.46; C -0.09; N 0.03; H 0.09; H 0.08; H 0.09; H 0.12; H 0.12; H 0.14; H 0.08; H 0.07; H 0.08; H 0.08; H 0.07; N 0.15; C -0.81; N 0.14; O 0.07; H 0.11; H 0.12; H 0.12; H 0.11; N 0.17; C -0.85; N 0.18; O 0.01; H 0.12; H 0.11; H 0.13; H 0.12; N 0.13; C -0.77; N 0.15; O 0.07; H 0.11; H 0.10; H 0.12; H 0.10; N 0.17; C -0.87; N 0.17; O 0.04; H 0.11; H 0.13; H 0.11; H 0.13; N 0.17; C -0.81; N 0.14; O 0.07; H 0.11; H 0.12; H 0.09; H 0.11; N 0.16; C -0.75; N 0.16; O -0.04; H 0.12; H 0.11; H 0.11; H 0.12; N 0.13; C -0.73; N 0.15; O 0.03; H 0.11; H 0.10; H 0.12; H 0.10; N 0.16; C -0.81; N 0.16; O 0.02; H 0.12; H 0.11; H 0.11; H 0.13; N 0.19; C -0.88; N 0.16; O 0.02; H 0.11; H 0.14; H 0.13; H 0.11


Model two:
A cluster of 10 separate species, C13H47N19O10 in total. Source: the Open Molecules 2025 dataset; level of theory: ωB97M-V with the def2-TZVPD basis set.

Atoms and positions in Å:
C: 3.08783 0.32063 -1.93393
O: 3.53250 -0.52144 -0.88766
C: 3.47448 -1.88248 -1.28163
C: 4.06175 -2.78668 -0.19847
C: 5.62108 -2.81183 -0.14776
N: 3.67604 -4.18968 -0.41631
H: 2.25140 -0.06589 -2.51843
H: 3.94613 0.46562 -2.60200
H: 2.86616 1.33037 -1.58893
H: 2.43521 -2.13909 -1.51616
H: 3.98750 -2.02440 -2.23973
H: 3.72998 -2.48388 0.79733
H: 5.94859 -1.77096 0.00024
H: 6.18634 -2.98427 -1.06353
H: 6.01257 -3.30140 0.74197
H: 4.17775 -4.74317 0.27472
H: 2.73249 -4.35796 -0.06886
N: -2.98889 0.56441 4.50727
C: -1.66063 0.57828 4.17627
N: -1.33139 -0.32261 3.19499
O: -0.89225 1.40572 4.68031
H: -3.46608 -0.16451 4.01196
H: -3.34765 1.01313 5.32752
H: -2.09685 -0.42127 2.55274
H: -0.39111 -0.13019 2.83427
N: 3.18436 -0.09117 1.90069
C: 2.55954 0.44403 2.97765
N: 1.32808 0.92885 2.63728
O: 3.00244 0.44593 4.12365
H: 3.96243 -0.71911 1.98272
H: 2.75752 -0.08176 0.98763
H: 0.91261 0.80270 1.72472
H: 0.93023 1.47271 3.39156
N: -6.22763 2.55203 3.22049
C: -5.16254 3.27486 2.84330
N: -4.15172 2.61015 2.22868
O: -5.11625 4.50091 3.02945
H: -6.21522 1.56783 3.01895
H: -7.08571 2.99355 3.48766
H: -4.37716 1.65498 2.01696
H: -3.30201 3.06915 1.94302
N: 1.95725 4.06763 -4.52316
C: 1.05464 3.04747 -4.36910
N: -0.07044 3.41213 -3.69838
O: 1.19735 1.88860 -4.73530
H: 2.74085 4.09854 -5.14564
H: 1.87131 4.88441 -3.94685
H: -0.15321 4.31687 -3.27592
H: -0.71690 2.66771 -3.50846
N: -0.95377 -0.68173 -1.67692
C: -0.60177 0.07852 -0.58656
N: -1.19855 1.27247 -0.56497
O: 0.28616 -0.28461 0.20569
H: -1.80220 -0.46240 -2.16576
H: -0.48561 -1.56080 -1.81038
H: -1.88537 1.51908 -1.26877
H: -1.26153 1.80360 0.30172
N: 0.60979 -6.09137 1.16728
C: 0.24950 -5.66815 -0.06735
N: 0.39718 -4.34108 -0.30242
O: 0.00246 -6.47098 -0.97523
H: 0.50864 -7.05217 1.43261
H: 0.77730 -5.39941 1.87598
H: 0.07228 -4.02066 -1.22675
H: 0.57181 -3.71701 0.46557
N: -1.43066 3.22103 3.89442
C: -0.74371 3.18556 2.69564
N: 0.53166 3.59132 2.76404
O: -1.28137 2.97448 1.58701
H: -2.22647 2.58900 3.87023
H: -0.77821 2.87925 4.59711
H: 0.96407 3.95703 1.93630
H: 0.90963 3.73418 3.68284
N: 0.50817 -3.67825 -5.01797
C: 0.49181 -4.12738 -3.73647
N: 1.38622 -5.08080 -3.44553
O: -0.32602 -3.66389 -2.91928
H: 1.23547 -3.93373 -5.65853
H: -0.21674 -3.07574 -5.35872
H: 2.06539 -5.48526 -4.05504
H: 1.29336 -5.34611 -2.47364
N: -3.62697 3.65307 -0.57355
C: -4.04749 2.90252 -1.62967
N: -5.11991 3.42516 -2.29113
O: -3.53086 1.85886 -2.03400
H: -2.78969 3.45269 -0.05237
H: -4.21497 4.38305 -0.21346
H: -5.59652 4.28868 -2.12218
H: -5.17524 2.98656 -3.19764

Computed properties:
- Multiplicity: 1
- HOMO level: -8.95 eV

For each atom in turn, the Löwdin charge in e is: C -0.10; O -0.22; C -0.19; C -0.41; C -0.06; N 0.03; H 0.09; H 0.09; H 0.09; H 0.11; H 0.13; H 0.11; H 0.07; H 0.08; H 0.07; H 0.07; H 0.03; N 0.17; C -0.61; N 0.19; O -0.04; H 0.10; H 0.12; H 0.09; H 0.07; N 0.17; C -0.66; N 0.12; O 0.01; H 0.09; H 0.06; H 0.06; H 0.06; N 0.15; C -0.69; N 0.16; O -0.01; H 0.09; H 0.11; H 0.09; H 0.05; N 0.15; C -0.68; N 0.15; O 0.02; H 0.10; H 0.09; H 0.09; H 0.09; N 0.18; C -0.65; N 0.18; O -0.02; H 0.09; H 0.06; H 0.04; H 0.04; N 0.15; C -0.69; N 0.15; O 0.00; H 0.10; H 0.09; H 0.06; H 0.10; N 0.14; C -0.62; N 0.18; O -0.06; H 0.06; H 0.07; H 0.13; H 0.12; N 0.16; C -0.65; N 0.20; O -0.03; H 0.10; H 0.11; H 0.11; H 0.08; N 0.18; C -0.65; N 0.15; O -0.01; H 0.06; H 0.11; H 0.10; H 0.11


The least stable of them is model one.


Model one:
A cluster of 2 separate species, C4H10NO2 in total. Source: the Open Molecules 2025 dataset; level of theory: ωB97M-V with the def2-TZVPD basis set.

Atoms and positions in Å:
O: -0.35164 2.03918 -2.73430
C: -1.11689 1.24270 -2.19294
C: -0.65456 0.25834 -1.11814
N: -1.62598 0.11490 -0.01538
H: -2.18720 1.32796 -2.43302
H: -0.47309 -0.73788 -1.56873
H: 0.35064 0.51571 -0.75891
H: -1.02931 -0.61953 0.63946
H: -1.70753 0.99804 0.48051
C: 1.01311 -0.61662 1.84272
O: 0.24812 -1.36286 0.96256
C: 2.15274 -1.38814 2.46462
H: 0.31825 -0.20811 2.66061
H: 1.39283 0.33997 1.34634
H: 2.75789 -0.66460 3.10072
H: 2.67937 -1.94648 1.73247
H: 1.74174 -2.19764 3.10462

Computed properties:
- Total charge: -1
- Multiplicity: 1
- HOMO level: -3.31 eV

For each atom in turn, the natural (NBO) charge in e is: O -0.58; C 0.43; C -0.33; N -0.93; H 0.10; H 0.22; H 0.20; H 0.45; H 0.32; C -0.03; O -0.94; C -0.63; H 0.09; H 0.09; H 0.17; H 0.20; H 0.19


Model two:
The ion C4H10NO2 with charge -1. Source: the Open Molecules 2025 dataset; level of theory: ωB97M-V with the def2-TZVPD basis set.

Atoms and positions in Å:
N: -2.01241 0.14888 -0.21138
C: -0.65049 -0.36386 -0.21149
C: -0.52098 -1.57120 0.93890
O: -1.62287 -1.71495 1.62237
C: 0.23672 0.81930 0.19282
C: 1.29299 1.24446 -0.86042
O: 2.30348 0.27533 -0.97461
H: -2.18457 1.03041 0.23422
H: -2.60872 -0.62805 0.05253
H: -0.44589 -0.78163 -1.19400
H: 0.39584 -1.39236 1.57098
H: -0.16818 -2.41026 0.23327
H: -0.26301 1.71697 0.58019
H: 0.94341 0.50947 0.99390
H: 0.90603 1.34375 -1.89779
H: 1.81878 2.19860 -0.68359
H: 2.57988 -0.42486 -0.38590

Computed properties:
- Total charge: -1
- Multiplicity: 1
- HOMO level: -2.47 eV

For each atom in turn, the natural (NBO) charge in e is: N -0.89; C -0.11; C 0.02; O -0.92; C -0.42; C -0.03; O -0.80; H 0.35; H 0.39; H 0.16; H 0.05; H 0.03; H 0.19; H 0.19; H 0.16; H 0.14; H 0.49


Model three:
The ion C4H10NO2 with charge -1. Source: the Open Molecules 2025 dataset; level of theory: ωB97M-V with the def2-TZVPD basis set.

Atoms and positions in Å:
C: 1.53029 0.32072 0.14802
C: 0.25485 -0.40992 0.51318
C: -0.33631 -1.22511 -0.62016
O: 0.51852 -2.39457 -0.86187
N: -0.76246 0.52327 1.10539
C: -1.52425 1.33189 0.05676
O: -0.81561 2.23886 -0.57706
H: 1.31869 1.10851 -0.57447
H: 1.94279 0.79732 1.03985
H: 2.33113 -0.33394 -0.21877
H: 0.42002 -1.14497 1.30358
H: -0.37675 -0.62076 -1.52947
H: -1.28778 -1.65584 -0.35373
H: 1.37888 -2.01651 -1.06773
H: -0.19978 1.24044 1.55837
H: -2.39280 1.71196 0.64368
H: -1.99942 0.52866 -0.56556

Computed properties:
- Total charge: -1
- Multiplicity: 1
- HOMO level: -2.62 eV

For each atom in turn, the natural (NBO) charge in e is: C -0.65; C -0.08; C -0.08; O -0.75; N -0.68; C 0.14; O -0.95; H 0.26; H 0.20; H 0.16; H 0.17; H 0.18; H 0.18; H 0.45; H 0.33; H 0.06; H 0.05


Model four:
A cluster of 2 separate species, C4H10NO2 in total. Source: the Open Molecules 2025 dataset; level of theory: ωB97M-V with the def2-TZVPD basis set.

Atoms and positions in Å:
C: -1.46668 0.96982 0.87147
C: -0.24401 -1.18999 0.94816
C: -0.74270 -0.26927 -1.20703
C: -0.78019 -0.22390 0.26471
N: 2.17481 -0.09690 0.17770
O: 2.09069 1.16675 -0.44240
O: 0.12086 0.58264 -1.91875
H: -1.05200 1.18654 1.88796
H: -1.26619 1.77916 0.29417
H: -2.51451 0.75103 0.90542
H: -0.04271 -2.15567 0.69193
H: -0.30550 -1.09830 2.08020
H: 1.09930 0.82908 -1.36221
H: -0.55666 -1.25210 -1.61432
H: -1.80072 -0.05734 -1.53350
H: 2.13403 -0.77155 -0.53877
H: 3.15217 -0.14999 0.49528

Computed properties:
- Total charge: -1
- Multiplicity: 1
- HOMO level: -2.28 eV

For each atom in turn, the natural (NBO) charge in e is: C -0.63; C -0.36; C -0.07; C -0.01; N -0.56; O -0.79; O -0.84; H 0.20; H 0.22; H 0.19; H 0.17; H 0.15; H 0.49; H 0.13; H 0.12; H 0.29; H 0.29


The least stable of them is model four.


Model one:
A cluster of 2 separate species, C4H10NO2 in total. Source: the Open Molecules 2025 dataset; level of theory: ωB97M-V with the def2-TZVPD basis set.

Atoms and positions in Å:
C: -1.95089 1.26345 0.08298
C: -1.96713 -1.48213 0.14997
C: -1.26512 -0.15082 0.10012
C: 0.16002 -0.10886 0.15753
N: 3.59576 0.67394 -0.85553
O: 3.32360 0.51898 0.54839
O: 1.10451 -0.93702 0.25436
H: -1.62412 1.86629 0.91019
H: -3.02294 1.15535 0.05603
H: -1.85812 1.89472 -0.74231
H: -2.55328 -1.58538 0.96781
H: -1.16462 -2.24535 0.50022
H: -2.60499 -1.80911 -0.67379
H: 2.70027 0.37022 -1.24161
H: 0.45945 0.97043 0.39525
H: 4.09550 -0.24506 -1.13963
H: 2.57210 -0.14965 0.53004

Computed properties:
- Total charge: -1
- Multiplicity: 1
- HOMO level: -2.48 eV

For each atom in turn, the natural (NBO) charge in e is: C -0.62; C -0.63; C -0.30; C 0.26; N -0.53; O -0.65; O -0.82; H 0.19; H 0.18; H 0.18; H 0.18; H 0.22; H 0.17; H 0.33; H 0.06; H 0.29; H 0.49


Model two:
A structure of composition C4H10NO2. Source: the Open Molecules 2025 dataset; level of theory: ωB97M-V with the def2-TZVPD basis set.

Atoms and positions in Å:
C: -0.86023 0.67996 0.05393
C: -0.05505 -0.41014 -0.65978
C: -0.60900 -0.91953 -2.02162
O: 1.28817 -0.07340 -0.79587
N: 0.01482 1.39110 1.09498
C: 0.68042 0.33275 1.98669
O: 1.86887 -0.07043 1.42821
H: -1.32517 1.41849 -0.62735
H: -1.68659 0.24582 0.69211
H: -0.08153 -1.24662 0.08027
H: -1.01623 -0.14722 -2.73340
H: -1.57502 -1.43756 -1.82900
H: 0.06977 -1.59938 -2.53733
H: 1.72535 -0.21641 0.15811
H: 0.79252 1.73093 0.53642
H: 0.77967 0.85105 2.97479
H: -0.01076 -0.52940 2.19885

Computed properties:
- Total charge: -1
- Multiplicity: 1
- HOMO level: -3.44 eV

For each atom in turn, the natural (NBO) charge in e is: C -0.25; C 0.07; C -0.61; O -0.82; N -0.68; C 0.11; O -0.90; H 0.17; H 0.17; H 0.14; H 0.18; H 0.18; H 0.21; H 0.49; H 0.36; H 0.11; H 0.09


Model three:
The ion C4H10NO2 with charge -1. Source: the Open Molecules 2025 dataset; level of theory: ωB97M-V with the def2-TZVPD basis set.

Atoms and positions in Å:
C: -0.90409 1.00448 -1.48884
N: -0.28526 -0.33857 -1.35522
C: 0.40817 -0.57828 -0.10372
C: -0.66113 -1.16127 0.95863
O: -1.65470 -1.82258 0.31699
C: 1.14275 0.63165 0.42892
O: 2.16084 0.17376 1.35029
H: -0.12571 1.70655 -1.77283
H: -1.72393 0.86006 -2.18679
H: -1.33172 1.30671 -0.52256
H: -1.02218 -1.03984 -1.37842
H: 1.04523 -1.45979 -0.20618
H: -0.06768 -1.84243 1.63279
H: -1.09141 -0.33855 1.56206
H: 1.70010 1.21988 -0.32958
H: 0.60946 1.47445 0.86675
H: 1.80125 0.20379 2.22771

Computed properties:
- Total charge: -1
- Multiplicity: 1
- HOMO level: -2.50 eV

For each atom in turn, the natural (NBO) charge in e is: C -0.43; N -0.66; C -0.13; C -0.04; O -0.97; C -0.07; O -0.74; H 0.17; H 0.19; H 0.16; H 0.40; H 0.19; H 0.08; H 0.07; H 0.15; H 0.16; H 0.46


The least stable of them is model one.